Record 1
This record from the OMol25 dataset describes a cluster of 7 separate species, H14O6S in total. The level of theory is wB97M-V/def2-TZVPD.

Each line ends with the natural charge from an NBO analysis.
Positions of all 21 atoms, in Å:
1 S -2.663 -2.313 3.586  -0.289
2 H -3.936 -2.322 4.006  0.144
3 H -3.056 -2.651 2.352  0.146
4 H -1.031 -1.176 0.282  0.492
5 H -1.078 -0.878 1.708  0.467
6 O -0.447 -1.092 1.048  -0.966
7 H -1.205 2.549 -1.490  0.462
8 H 0.109 1.804 -1.536  0.493
9 O -0.571 2.135 -0.928  -0.965
10 H 2.476 -0.827 -0.197  0.481
11 H 1.366 0.175 0.059  0.504
12 O 2.230 0.088 -0.416  -0.977
13 H 3.962 3.962 -1.509  0.464
14 H 3.584 2.869 -0.553  0.473
15 O 4.087 3.016 -1.344  -0.936
16 H -0.566 -0.819 -2.252  0.495
17 H -1.800 -0.144 -1.701  0.477
18 O -1.390 -1.001 -1.758  -0.967
19 H 1.678 0.335 -2.357  0.510
20 H 1.312 0.741 -3.787  0.485
21 O 0.964 0.677 -2.892  -0.990

**Multiplicity**: 1
**Energy relative to the best compared isomer or geometry (same formula, charge and spin)**: 13.4 kcal/mol
**SMILES**: O.O.O.O.O.O.S
**E_LUMO**: 0.45 eV
**Frontier orbital gap**: 10.41 eV



Record 2
This record from the OMol25 dataset describes a cluster of 10 separate species, C22H64N2O10 in total. The level of theory is wB97M-V/def2-TZVPD.

Each line ends with the Mulliken charge.
Positions of all 98 atoms, in Å:
1 C -5.325 -1.881 -0.185  -1.444
2 C -4.174 -1.518 0.734  0.600
3 O -4.505 -1.876 2.055  -0.589
4 H -5.042 -1.751 -1.235  0.345
5 H -6.147 -1.179 -0.037  0.384
6 H -5.647 -2.917 -0.081  0.350
7 H -4.044 -0.432 0.680  0.075
8 H -3.277 -2.043 0.391  0.019
9 H -3.710 -1.769 2.613  0.492
10 C 0.485 -1.648 -3.283  -0.095
11 C 1.879 -1.542 -2.701  -0.538
12 O 1.883 -1.044 -1.349  -0.404
13 H 0.192 -0.710 -3.757  0.009
14 H -0.215 -1.798 -2.461  -0.286
15 H 0.294 -2.454 -3.986  0.391
16 H 2.526 -0.876 -3.279  0.441
17 H 2.378 -2.518 -2.713  0.314
18 H 2.788 -0.883 -1.066  0.154
19 C 2.736 -4.561 0.104  -1.316
20 C 2.349 -3.323 0.929  0.143
21 O 1.004 -2.947 0.743  -0.517
22 H 3.165 -4.315 -0.873  0.255
23 H 1.872 -5.192 -0.115  0.306
24 H 3.470 -5.222 0.569  0.400
25 H 3.021 -2.500 0.675  0.075
26 H 2.467 -3.628 1.970  0.413
27 H 0.932 -2.346 -0.012  0.023
28 C 0.731 4.428 4.875  -1.137
29 C -0.026 3.223 4.342  0.537
30 O -0.034 2.215 5.341  -0.569
31 H 1.728 4.238 5.276  0.293
32 H 0.122 4.858 5.674  0.302
33 H 0.867 5.261 4.175  0.334
34 H 0.355 2.797 3.412  -0.386
35 H -1.036 3.603 4.173  0.370
36 H 0.785 1.726 5.222  0.339
37 C -0.638 2.182 -4.774  -0.678
38 C -1.038 3.650 -4.797  -0.340
39 O 0.057 4.520 -4.585  -0.507
40 H -0.023 1.939 -3.903  0.028
41 H -0.001 1.945 -5.631  0.287
42 H -1.524 1.544 -4.757  0.344
43 H -1.783 3.806 -4.004  0.263
44 H -1.523 3.835 -5.756  0.318
45 H 0.497 4.175 -3.782  0.379
46 C 1.837 6.031 -2.276  -1.383
47 C 1.473 4.879 -1.361  -0.011
48 O 1.131 3.728 -2.123  -0.444
49 H 2.569 5.684 -3.006  0.299
50 H 2.303 6.825 -1.687  0.413
51 H 0.968 6.467 -2.762  0.316
52 H 0.632 5.197 -0.723  0.282
53 H 2.274 4.586 -0.668  0.297
54 H 1.067 2.976 -1.507  0.300
55 C -1.277 -2.470 4.107  0.629
56 O -2.144 -1.838 3.492  -0.724
57 N -1.407 -2.705 5.443  -0.477
58 N -0.120 -2.904 3.538  -0.225
59 H -2.209 -2.250 5.849  0.262
60 H -0.593 -2.790 6.020  0.200
61 H 0.595 -3.248 4.145  0.176
62 H 0.063 -2.728 2.560  0.134
63 C -1.549 0.342 -0.644  -1.101
64 C -0.529 1.194 0.139  0.458
65 C -0.144 0.586 1.472  0.271
66 O 0.647 1.417 -0.659  -0.474
67 H -1.515 0.548 -1.708  0.184
68 H -2.521 0.610 -0.223  0.551
69 H -1.436 -0.716 -0.401  0.023
70 H -0.958 2.187 0.308  0.453
71 H -0.979 0.495 2.170  0.561
72 H 0.585 1.202 2.004  -0.774
73 H 0.335 -0.379 1.295  -0.440
74 H 0.965 0.539 -0.978  0.077
75 C -3.162 -3.134 -5.072  -1.394
76 C -2.600 -3.753 -3.813  0.571
77 C -2.809 -2.970 -2.529  -0.746
78 O -3.122 -5.084 -3.639  -0.599
79 H -4.100 -2.613 -4.854  0.323
80 H -3.310 -3.791 -5.926  0.394
81 H -2.469 -2.374 -5.455  0.304
82 H -1.533 -3.953 -3.943  0.080
83 H -2.138 -3.331 -1.750  0.112
84 H -3.819 -3.127 -2.136  0.445
85 H -2.724 -1.884 -2.621  0.123
86 H -4.084 -5.040 -3.600  0.360
87 C 3.654 1.747 2.190  -1.248
88 C 3.446 0.788 3.347  0.974
89 C 4.759 0.077 3.676  -1.495
90 O 3.007 1.539 4.493  -0.542
91 H 2.727 2.199 1.827  0.162
92 H 4.098 1.224 1.340  0.322
93 H 4.308 2.584 2.437  0.440
94 H 2.756 -0.027 3.092  -0.100
95 H 4.650 -0.606 4.522  0.443
96 H 5.621 0.729 3.806  0.346
97 H 4.984 -0.566 2.816  0.347
98 H 2.923 0.829 5.145  0.367

**Multiplicity**: 1
**Energy relative to the best compared isomer or geometry (same formula, charge and spin)**: 0.0 kcal/mol
**SMILES**: NC(N)=O.CC(C)O.CC(C)O.CC(C)O.CCO.CCO.CCO.CCO.CCO.CCO
**E_LUMO**: -0.07 eV
**Frontier orbital gap**: 9.24 eV



Record 3
This record from the OMol25 dataset describes a structure of composition C5H8O3. The level of theory is wB97M-V/def2-TZVPD.

Each line ends with the natural charge from an NBO analysis.
Positions of all 16 atoms, in Å:
1 C -2.040 -0.042 -0.099  0.194
2 C -0.125 0.900 0.128  0.294
3 C 1.304 1.137 -0.112  -0.397
4 C 1.440 -0.582 -0.256  -0.414
5 C 0.074 -1.073 0.423  0.358
6 H -2.722 -0.026 -0.974  0.185
7 H -2.623 -0.245 0.879  0.170
8 H -0.201 0.396 -0.728  0.157
9 H 2.005 1.412 0.712  0.212
10 H 1.541 1.694 -1.091  0.228
11 H 2.263 -0.818 0.378  0.214
12 H 1.510 -0.929 -1.276  0.208
13 H 0.262 -1.962 0.984  0.175
14 O -1.523 1.295 0.179  -0.506
15 O -1.092 -1.091 -0.385  -0.552
16 O -0.074 -0.065 1.237  -0.526

**Multiplicity**: 1
**Energy relative to the best compared isomer or geometry (same formula, charge and spin)**: 144.8 kcal/mol
**E_LUMO**: 1.02 eV
**Frontier orbital gap**: 10.43 eV



Record 4
This record from the OMol25 dataset describes the molecule C5H8S2. The level of theory is wB97M-V/def2-TZVPD.

Each line ends with the natural charge from an NBO analysis.
Positions of all 15 atoms, in Å:
1 C -0.244 -1.728 -0.014  -0.655
2 C -0.490 -0.298 0.453  -0.127
3 C -0.890 0.122 1.807  -0.250
4 C -0.374 0.763 -0.547  -0.046
5 C 0.689 0.602 -1.497  -0.513
6 H 0.805 -1.819 -0.551  0.212
7 H -1.094 -2.282 -0.768  0.238
8 H -0.065 -2.426 0.791  0.236
9 H -0.945 -0.500 2.532  0.159
10 H -1.068 1.256 2.185  0.224
11 H 0.648 1.279 -2.280  0.247
12 H 0.898 -0.474 -1.623  0.250
13 H 1.533 2.234 0.327  0.145
14 S -1.510 2.078 -0.551  -0.068
15 S 2.107 1.192 -0.263  -0.053

**Multiplicity**: 1
**Energy relative to the best compared isomer or geometry (same formula, charge and spin)**: 84.5 kcal/mol
**SMILES**: C=C(C)C(=S)CS
**E_LUMO**: -0.86 eV
**Frontier orbital gap**: 7.52 eV



Record 5
This record from the OMol25 dataset describes a structure of composition C21H47FInNO21P. The level of theory is wB97M-V/def2-TZVPD.

Each line ends with the Mulliken charge.
Positions of all 93 atoms, in Å:
1 N 1.487 0.047 5.304  -0.635
2 P 1.795 1.620 5.489  0.059
3 In 2.724 2.019 7.869  0.799
4 F 4.057 0.508 8.125  -0.689
5 H 2.018 -0.350 4.541  0.111
6 H 0.602 2.384 5.253  -0.007
7 H 2.690 2.081 4.483  0.009
8 H 1.358 1.839 8.975  -0.300
9 H 3.539 3.584 7.994  -0.278
10 C -4.763 -0.080 1.103  -0.458
11 O -4.119 0.475 2.248  -0.358
12 C -2.871 0.021 2.442  0.809
13 O -2.308 -0.773 1.734  -0.525
14 O -2.378 0.594 3.523  -0.337
15 C -1.027 0.180 3.863  -0.456
16 H -5.748 0.377 1.052  0.211
17 H -4.212 0.155 0.194  0.166
18 H -4.869 -1.159 1.201  0.270
19 H -0.337 0.432 3.063  0.258
20 H -0.998 -0.886 4.060  0.279
21 H -0.734 0.700 4.762  0.088
22 C 3.082 -4.505 1.962  -0.503
23 O 1.851 -5.233 2.007  -0.353
24 C 0.773 -4.451 1.916  0.868
25 O 0.781 -3.261 1.765  -0.516
26 O -0.313 -5.222 1.998  -0.342
27 C -1.546 -4.493 1.938  -0.612
28 H 3.880 -5.239 2.021  0.220
29 H 3.165 -3.955 1.026  0.163
30 H 3.155 -3.819 2.803  0.308
31 H -1.650 -3.959 0.996  0.313
32 H -1.610 -3.792 2.767  0.266
33 H -2.344 -5.226 2.022  0.227
34 C -2.366 2.209 -2.374  -0.646
35 O -2.874 2.040 -3.704  -0.296
36 C -3.820 1.108 -3.810  0.767
37 O -4.250 0.438 -2.912  -0.550
38 O -4.197 1.046 -5.087  -0.219
39 C -5.204 0.069 -5.363  -0.693
40 H -1.611 2.986 -2.433  0.223
41 H -3.158 2.521 -1.698  0.281
42 H -1.913 1.287 -2.014  0.317
43 H -6.113 0.288 -4.807  0.303
44 H -4.847 -0.929 -5.116  0.323
45 H -5.399 0.134 -6.430  0.188
46 C 7.709 -1.093 -1.176  -0.642
47 O 6.493 -1.839 -1.113  -0.317
48 C 5.391 -1.087 -1.162  0.783
49 O 5.362 0.109 -1.262  -0.536
50 O 4.337 -1.894 -1.084  -0.277
51 C 3.073 -1.219 -1.105  -0.675
52 H 8.514 -1.820 -1.127  0.214
53 H 7.774 -0.540 -2.111  0.292
54 H 7.784 -0.408 -0.334  0.300
55 H 2.949 -0.669 -2.035  0.365
56 H 2.983 -0.547 -0.255  0.333
57 H 2.314 -1.992 -1.032  0.156
58 C -4.457 -5.703 -4.020  -0.654
59 O -3.757 -5.175 -2.894  -0.297
60 C -2.514 -5.640 -2.756  0.699
61 O -1.979 -6.435 -3.483  -0.556
62 O -1.978 -5.072 -1.682  -0.183
63 C -0.635 -5.479 -1.402  -0.500
64 H -5.441 -5.244 -4.008  0.211
65 H -3.946 -5.448 -4.946  0.297
66 H -4.558 -6.784 -3.939  0.304
67 H 0.027 -5.222 -2.226  0.360
68 H -0.589 -6.549 -1.208  0.339
69 H -0.327 -4.945 -0.515  -0.060
70 C -3.281 0.772 -11.563  -0.629
71 O -2.319 1.256 -10.625  -0.351
72 C -2.686 1.122 -9.349  0.786
73 O -3.722 0.645 -8.965  -0.553
74 O -1.714 1.604 -8.584  -0.332
75 C -1.986 1.523 -7.178  -0.557
76 H -2.856 0.941 -12.548  0.216
77 H -3.457 -0.292 -11.420  0.293
78 H -4.218 1.318 -11.471  0.294
79 H -2.117 0.488 -6.874  0.290
80 H -2.869 2.098 -6.923  0.294
81 H -1.124 1.942 -6.669  0.249
82 C 3.959 8.511 5.658  -0.648
83 O 3.995 7.423 6.579  -0.264
84 C 4.041 7.789 7.859  0.738
85 O 4.056 8.924 8.264  -0.568
86 O 4.066 6.692 8.602  -0.191
87 C 4.111 6.924 10.008  -0.667
88 H 3.924 8.068 4.668  0.210
89 H 3.072 9.121 5.816  0.292
90 H 4.853 9.126 5.752  0.289
91 H 3.228 7.469 10.337  0.302
92 H 5.011 7.473 10.280  0.291
93 H 4.126 5.943 10.471  0.209

**Multiplicity**: 1
**E_LUMO**: 1.59 eV
**Frontier orbital gap**: 5.62 eV
**Total charge**: -1



Record 6
This record from the OMol25 dataset describes the molecule C6H8FN. The level of theory is wB97M-V/def2-TZVPD.

Each line ends with the natural charge from an NBO analysis.
Positions of all 16 atoms, in Å:
1 C -0.209 1.337 -0.125  -0.199
2 C 1.047 1.745 0.100  -0.057
3 C 2.059 -0.331 0.048  0.128
4 C -0.578 -0.069 -0.416  -0.289
5 C 0.619 -1.052 0.254  0.173
6 C -1.959 -0.572 0.058  -0.621
7 N 2.147 0.899 0.023  -0.449
8 F 0.572 -2.237 -0.360  -0.345
9 H -1.035 2.074 0.040  0.216
10 H 1.371 2.852 0.125  0.212
11 H 3.025 -1.018 -0.062  0.188
12 H -0.350 -0.245 -1.513  0.227
13 H 0.320 -1.136 1.231  0.156
14 H -2.163 -1.656 -0.227  0.227
15 H -2.825 0.018 -0.317  0.220
16 H -2.043 -0.608 1.139  0.210

**Multiplicity**: 1
**Energy relative to the best compared isomer or geometry (same formula, charge and spin)**: 44.1 kcal/mol
**SMILES**: C[C@H]1C=CN=C[C@@H]1F
**E_LUMO**: 0.53 eV
**Frontier orbital gap**: 9.46 eV